A molecular structure, C19H18F5InN2O7P2S, computed with ωB97M-V/def2-TZVPD.

Last column: Mulliken charge in e.
Geometry (Å):
In1 0.2099 -0.5644 0.0176  1.024
O1 2.3320 0.0386 0.9810  -0.673
C1 2.3230 0.6835 -0.0918  0.384
O2 1.9173 0.1764 -1.1872  -0.727
C2 2.3381 2.1732 -0.0251  0.730
C3 3.3524 3.0604 -0.2067  -0.612
C4 3.0819 4.4318 -0.1240  -0.385
C5 1.8202 4.8833 0.1816  -0.468
C6 0.8009 3.9772 0.4290  -0.576
C7 0.9866 2.5711 0.2723  0.567
O3 0.0389 1.7001 0.3718  -0.602
N1 -0.4660 4.5206 0.8693  0.929
O4 -0.7471 5.6586 0.5371  -0.619
O5 -1.1440 3.8588 1.6442  -0.538
N2 4.1539 5.3862 -0.3389  1.022
O6 5.2648 4.9457 -0.5817  -0.634
O7 3.8865 6.5731 -0.2648  -0.629
H1 4.3617 2.7363 -0.4159  0.591
H2 1.6282 5.9426 0.2645  0.615
C8 -3.7671 -0.9694 -0.7804  -1.279
P1 -2.5602 0.0929 0.0943  1.008
C9 -3.3978 1.7101 0.0253  -1.290
C10 -2.8653 -0.4215 1.8432  -1.182
C11 -1.9026 0.2809 2.8077  -0.787
P2 -0.1953 -0.3482 2.6056  0.975
C12 -0.0801 -1.8832 3.5821  -1.303
C13 0.8057 0.8650 3.5033  -1.372
H3 -4.7628 -0.8291 -0.3572  0.417
H4 -3.4747 -2.0155 -0.7098  0.338
H5 -3.7773 -0.6910 -1.8341  0.378
H6 -4.4144 1.6102 0.4091  0.416
H7 -3.4332 2.0414 -1.0124  0.410
H8 -2.8453 2.4457 0.6029  0.239
H9 -2.7312 -1.5072 1.8943  0.294
H10 -3.9040 -0.1979 2.0967  0.607
H11 -2.2129 0.1445 3.8462  0.552
H12 -1.8615 1.3520 2.5916  0.165
H13 -0.3313 -1.7048 4.6278  0.477
H14 0.9446 -2.2472 3.5059  0.372
H15 -0.7492 -2.6379 3.1686  0.357
H16 0.4807 0.9067 4.5435  0.516
H17 0.6657 1.8367 3.0298  0.223
H18 1.8562 0.5890 3.4428  0.379
F1 0.6830 -7.5716 0.8080  -0.292
C14 0.3844 -6.3795 0.3040  0.698
C15 0.9913 -5.2401 0.8001  -0.253
F2 1.8669 -5.3304 1.8007  -0.307
C16 0.6866 -4.0060 0.2583  0.229
F3 1.2776 -2.9191 0.7938  -0.226
C17 -0.2144 -3.8490 -0.7871  0.378
S1 -0.5783 -2.3321 -1.5659  -0.220
C18 -0.8315 -5.0155 -1.2450  0.166
F4 -1.7310 -4.9314 -2.2259  -0.337
C19 -0.5488 -6.2597 -0.7140  0.139
F5 -1.1702 -7.3407 -1.1734  -0.281

Frontier orbital gap   8.432 eV
LUMO energy   -0.36 eV
Charge   0

A molecular structure, C19H18FeN2O4 at a distorted geometry, computed with ωB97M-V/def2-TZVPD.

Last column: Mulliken charge in e.
Geometry (Å):
C1 1.4059 -3.4162 0.8419  -1.521
C2 0.6118 -2.6338 1.8637  0.393
C3 -0.7934 -2.3982 1.8324  -0.816
Fe1 0.0004 -0.6186 1.3739  0.282
C4 -1.3117 -0.6461 0.0529  0.554
O1 -2.0319 -0.8136 -0.8396  -0.356
C5 1.1999 -0.5269 -0.1471  0.254
O2 2.0875 -0.5024 -0.8875  -0.334
C6 -1.0740 0.3795 2.7509  -0.506
C7 -0.6684 1.2072 1.6424  -0.692
C8 0.7767 1.1938 1.5875  -0.791
C9 1.2439 0.3509 2.6570  -0.638
C10 0.1088 -0.1573 3.3597  -0.571
H1 1.5492 -4.4613 1.1596  0.402
H2 0.9027 -3.4390 -0.1362  0.314
H3 2.4134 -2.9836 0.7352  0.303
H4 1.1421 -2.5825 2.8320  0.332
H5 -1.3823 -2.8607 1.0294  0.423
H6 -1.3466 -2.3846 2.7893  0.248
H7 -2.0944 0.2547 3.0993  0.462
H8 -1.3101 1.8368 1.0421  0.601
H9 1.3839 1.8362 0.9692  0.672
H10 2.2912 0.1916 2.9193  0.440
H11 0.1425 -0.7558 4.2682  0.533
C11 -5.0780 -4.2078 -0.2049  -1.493
C12 -4.6509 -3.1736 -1.1856  1.144
C13 -4.9819 -1.8460 -0.8706  0.034
N1 -5.3291 -0.7640 -0.5646  -0.572
C14 -4.2306 -3.4669 -2.5073  0.994
C15 -4.0453 -4.8153 -2.9885  -0.632
C16 -3.6000 -5.0660 -4.2699  -0.766
C17 -3.3559 -3.9945 -5.1545  0.298
N2 -2.8718 -4.2535 -6.4632  0.927
O3 -2.6502 -3.2881 -7.2281  -0.496
O4 -2.6762 -5.4420 -6.8063  -0.508
C18 -3.5568 -2.6645 -4.7329  -0.690
C19 -3.9862 -2.4055 -3.4421  -0.533
H12 -4.8858 -5.2270 -0.5374  0.356
H13 -4.5870 -4.0497 0.7650  0.304
H14 -6.1594 -4.0933 -0.0225  0.340
H15 -4.2802 -5.6623 -2.3396  0.152
H16 -3.4369 -6.0763 -4.6260  0.413
H17 -3.3752 -1.8583 -5.4370  0.399
H18 -4.1620 -1.3643 -3.1514  0.341

Spin multiplicity   5
Frontier orbital gap (spin up / spin down)   6.402 / 4.263 eV
LUMO energy (spin up / spin down)   0.51 / -4.00 eV
Charge   0

A molecular structure, C19H18N2O2PPdS, computed with ωB97M-V/def2-TZVPD.

Last column: Mulliken charge in e.
Geometry (Å):
Pd1 1.1943 0.3300 -2.6124  -0.515
O1 4.3640 -1.9190 -0.8110  -0.749
C1 3.4284 -1.1363 -0.9537  0.530
O2 2.6219 -1.1159 -1.9399  -0.736
C2 3.2215 -0.1114 0.1693  0.354
C3 4.3257 0.1885 0.9578  -0.802
C4 4.2351 1.0897 2.0065  -0.530
C5 3.0179 1.6850 2.2981  -0.669
C6 1.9002 1.3757 1.5381  -0.712
C7 1.9896 0.4851 0.4689  0.602
P1 0.5311 0.1401 -0.5703  1.590
C8 0.0026 -1.5461 -0.1249  0.278
C9 0.7034 -2.3403 0.7753  -0.088
C10 0.2545 -3.6213 1.0699  -0.760
C11 -0.8928 -4.1130 0.4678  -0.494
C12 -1.5907 -3.3234 -0.4381  -0.664
C13 -1.1461 -2.0469 -0.7396  -0.076
C14 -0.7884 1.1675 0.1531  0.491
C15 -1.5223 0.7199 1.2517  -0.180
C16 -2.4878 1.5332 1.8248  -0.766
C17 -2.7203 2.8030 1.3110  -0.421
C18 -1.9882 3.2530 0.2223  -0.677
C19 -1.0273 2.4373 -0.3616  -0.529
H1 5.2541 -0.3141 0.7230  0.474
H2 5.1123 1.3242 2.5974  0.381
H3 2.9321 2.3903 3.1155  0.404
H4 0.9540 1.8431 1.7751  0.324
H5 1.6042 -1.9706 1.2473  0.377
H6 0.8117 -4.2354 1.7660  0.392
H7 -1.2380 -5.1143 0.6947  0.356
H8 -2.4799 -3.7053 -0.9240  0.435
H9 -1.6871 -1.4473 -1.4658  0.402
H10 -1.3457 -0.2696 1.6555  0.457
H11 -3.0601 1.1729 2.6705  0.388
H12 -3.4788 3.4363 1.7547  0.376
H13 -2.1749 4.2362 -0.1911  0.392
H14 -0.4818 2.7607 -1.2439  0.316
S1 -0.1289 1.6846 -3.6581  -0.773
N1 -3.5767 0.7623 -2.3719  -0.719
N2 -2.8801 -0.3123 -3.0389  -0.320
H15 -3.0594 1.6240 -2.5394  0.328
H16 -3.4990 0.5792 -1.3783  0.316
H17 -1.9155 0.0014 -3.1881  -0.074
H18 -3.2885 -0.3807 -3.9632  0.291

Frontier orbital gap   6.526 eV
Relative energy (zero: lowest compared OMol25 entry of this formula, charge and spin)   0.0 kcal per mole
LUMO energy   2.57 eV
Charge   -1

A molecular structure, C19H18N2O3 at a distorted geometry, computed with ωB97M-V/def2-TZVPD.

Last column: Mulliken charge in e.
Geometry (Å):
C1 1.5401 2.6048 2.3586  -1.550
H1 2.1052 3.3609 1.9077  0.436
H2 1.8456 2.1169 3.2530  0.394
H3 0.5441 2.9445 2.3414  0.423
C2 1.6662 1.5113 1.0873  0.326
C3 3.0911 1.0035 1.1908  0.600
C4 4.0081 1.7556 0.4891  -0.676
C5 5.3648 1.0226 0.2006  -0.556
C6 5.7667 -0.0921 0.9346  -0.672
C7 4.7167 -0.6879 1.7451  -0.379
C8 3.5410 -0.3945 1.9921  -1.113
H4 2.8839 -0.8591 2.4638  0.698
H5 5.0343 -1.4899 2.1434  0.538
H6 6.6786 -0.4839 0.9900  0.534
H7 6.0666 1.5676 -0.4436  0.323
H8 3.7181 2.5299 -0.0547  0.671
H9 0.9074 0.7828 1.6006  0.243
O1 1.2289 1.9564 0.0643  -0.283
C9 -0.1283 1.6677 -0.2718  0.537
O2 -0.9128 1.4843 0.6808  -0.579
C10 -0.2905 2.1741 -1.7488  -0.739
H10 -1.2369 2.7414 -1.5179  0.258
H11 0.4488 2.7290 -1.9770  0.591
C11 -0.4801 0.9301 -2.3041  -1.877
C12 -1.3251 -0.2779 -1.9215  0.242
N1 -1.0539 -1.1591 -1.2732  -0.189
C13 -1.8588 -1.7595 -0.6224  0.322
C14 -1.3095 -3.2428 0.0985  -0.724
C15 -2.1084 -3.7781 0.9147  -0.335
C16 -3.5388 -3.4821 1.0388  -0.133
C17 -3.9694 -2.5126 0.4348  -0.889
C18 -3.1062 -1.5945 -0.4588  1.141
N2 -3.6621 -0.4775 -0.9269  -0.137
C19 -2.8444 0.5037 -1.7856  0.236
O3 -3.2982 1.4461 -2.2794  -0.522
H12 -4.6182 -0.3440 -0.7115  0.173
H13 -4.9988 -2.2043 0.4204  0.291
H14 -4.1976 -4.0797 1.8409  0.243
H15 -1.7316 -4.8005 1.3149  0.231
H16 -0.1767 -3.3584 0.0723  0.320
H17 0.3394 0.5022 -2.4929  1.070
H18 -0.8163 1.2017 -3.2115  0.512

Frontier orbital gap   8.637 eV
Relative energy (zero: lowest compared OMol25 entry of this formula, charge and spin)   380.2 kcal per mole
LUMO energy   0.29 eV
Charge   0

C19H18N2O6 in the gas phase at a distorted geometry, computed with ωB97M-V/def2-TZVPD.

Last column: Mulliken charge in e.
Geometry (Å):
C1 -0.2370 2.4943 0.5678  -0.955
H1 -1.0342 1.8712 0.9700  0.135
O1 0.3938 1.7159 -0.4217  -0.199
C2 1.4440 2.2406 -1.1020  0.586
C3 1.9759 3.5061 -0.8694  -0.483
C4 3.0840 3.9450 -1.5736  -0.661
C5 3.6986 3.1306 -2.5082  -0.693
C6 3.1827 1.8708 -2.7476  -0.508
C7 2.0542 1.4256 -2.0722  0.512
C8 1.5538 0.0601 -2.3832  0.460
O2 2.2593 -0.8933 -2.5986  -0.582
O3 0.2204 0.0437 -2.3821  -0.039
N1 -0.4518 -1.1607 -2.6821  -0.800
C9 -0.8343 -1.8690 -1.7034  0.176
C10 -0.6346 -1.5646 -0.2788  0.985
C11 0.5966 -1.2604 0.2835  -1.341
C12 0.6943 -0.8824 1.6089  -0.327
C13 -0.4512 -0.7606 2.3886  0.831
C14 -1.6932 -1.1035 1.8185  0.308
C15 -1.7952 -1.5373 0.5035  0.215
C16 -3.0587 -1.9949 -0.1597  -1.172
H2 -3.8493 -2.1782 0.5661  0.450
C17 -2.7355 -3.2913 -0.9119  -0.867
C18 -1.7052 -3.0479 -2.0220  -0.802
H3 -2.1870 -2.8607 -2.9819  0.395
H4 -1.0662 -3.9251 -2.1432  0.260
H5 -3.6473 -3.7031 -1.3431  0.424
H6 -2.3505 -4.0150 -0.1911  0.367
H7 -3.4020 -1.2360 -0.8686  0.343
N2 -2.8730 -0.9397 2.6373  0.999
O4 -3.0495 0.1488 3.1332  -0.582
O5 -3.6194 -1.8874 2.7507  -0.617
O6 -0.4736 -0.3863 3.6835  -0.472
C19 0.7353 -0.0402 4.3179  -0.915
H8 0.4571 0.2507 5.3290  0.273
H9 1.2220 0.8022 3.8182  0.324
H10 1.4224 -0.8907 4.3593  0.360
H11 1.6654 -0.6680 2.0230  0.462
H12 1.4964 -1.3522 -0.3043  0.659
H13 3.6393 1.2098 -3.4682  0.460
H14 4.5689 3.4739 -3.0447  0.392
H15 3.4717 4.9339 -1.3787  0.396
H16 1.5281 4.1609 -0.1389  0.426
H17 -0.6710 3.4057 0.1465  0.435
H18 0.4552 2.7592 1.3738  0.380

SMILES   COc1ccccc1C(=O)O/N=C1/CCCc2c1ccc(OC)c2[N+](=O)[O-]
Frontier orbital gap   8.832 eV
Relative energy (zero: lowest compared OMol25 entry of this formula, charge and spin)   172.3 kcal per mole
LUMO energy   -0.06 eV
Charge   0